The following is a quantum chemistry calculation of a molecular structure, C30H24BrGeNOPt in a non-equilibrium geometry, from the Open Molecules 2025 dataset.

CARTESIAN COORDINATES (ANGSTROEM)
Pt 1.18375 -2.04060 0.45570
O 7.18405 -1.98670 2.35010
C 5.88145 -2.11820 1.83530
C 5.63105 -2.09810 0.42700
C 4.36865 -2.33670 -0.03140
N 3.30325 -2.62950 0.74320
C 3.58515 -2.65760 2.10180
Br 2.00995 -2.72590 3.21830
C 4.80265 -2.35780 2.66830
H 7.77725 -2.03480 1.59370
H 6.44015 -1.89440 -0.26470
H 4.16765 -2.30940 -1.09820
H 4.92055 -2.37010 3.74080
C -0.76795 -2.05570 0.17070
Ge -1.75835 -0.47440 -0.26460
C -1.51515 1.04320 1.04390
C -1.09595 2.35110 0.84620
C -0.82905 3.19270 1.91410
C -0.98335 2.75350 3.21780
C -1.38255 1.44400 3.43630
C -1.64085 0.61700 2.36410
C -3.79255 -0.54430 -0.30520
C -4.55425 0.41980 0.34610
C -5.93495 0.41820 0.29730
C -6.60345 -0.56180 -0.42280
C -5.86585 -1.53430 -1.07880
C -4.48525 -1.52260 -1.01550
C -1.38765 -0.04780 -2.20850
C -1.38295 -1.19150 -3.00430
C -0.89735 -1.19150 -4.29270
C -0.37505 -0.02400 -4.83320
C -0.36745 1.12500 -4.06270
C -0.86675 1.11330 -2.77170
H -0.96065 2.73190 -0.15680
H -0.50165 4.21020 1.72780
H -0.77215 3.41190 4.05560
H -1.48555 1.06690 4.44720
H -1.93135 -0.41110 2.54120
H -4.04395 1.19250 0.90660
H -6.50085 1.18320 0.81840
H -7.68675 -0.56650 -0.46890
H -6.37905 -2.30480 -1.64420
H -3.92105 -2.29150 -1.52610
H -1.73705 -2.11330 -2.56200
H -0.89355 -2.10670 -4.87170
H 0.03495 -0.01830 -5.83670
H 0.05225 2.03760 -4.47120
H -0.83415 2.02380 -2.18910
C 2.39415 2.59020 0.14780
C 2.17395 1.87620 -1.01900
C 1.78835 0.54830 -0.97020
C 1.60855 -0.10610 0.25230
C 1.83845 0.63590 1.41680
C 2.23285 1.95750 1.36830
H 2.69555 3.63180 0.11990
H 2.30585 2.35810 -1.98290
H 1.62705 0.00970 -1.89710
H 1.71545 0.17550 2.39120
H 2.41145 2.50710 2.28630

Values from the calculation:
* net charge: -2
* E_LUMO (alpha / beta): 4.761 / 4.714 eV
* energy relative to the best compared isomer or geometry (same formula, charge and spin): 349.6 kJ/mol
* molecular weight: 762.120 g mol⁻¹
* HOMO-LUMO gap (alpha / beta): 3.43 / 4.76 eV
* multiplicity: 3
* DFT total energy: -6057.6436 a.u.